(1)
A cluster of 8 separate species, C16H53N4O11S in total in a non-equilibrium geometry. Source: OMol25; level of theory: ωB97M-V/def2-TZVPD.

## Properties
Kohn-Sham gap: 3.62 eV
net charge: +1
lowest unoccupied orbital energy: -5.922 eV

The geometry in XYZ format:
```
85
C16H53N4O11S, DFT ωB97M-V/def2-TZVPD
S -15.28 24.40 -16.17
O -13.94 21.12 -15.65
O -13.48 27.15 -10.59
O -14.02 23.53 -20.53
O -12.14 24.40 -17.56
O -14.94 24.73 -14.81
O -12.87 25.32 -13.81
O -19.27 20.89 -20.21
O -14.41 25.01 -17.13
O -15.30 22.96 -16.31
O -16.63 24.82 -16.48
O -21.40 25.12 -15.85
N -17.91 22.08 -16.97
N -18.94 26.26 -17.54
N -16.36 24.98 -20.10
N -15.15 25.28 -11.58
C -20.19 25.73 -18.07
C -17.82 21.53 -18.31
C -15.29 22.89 -20.64
C -13.65 26.05 -9.83
C -16.68 20.48 -18.27
C -19.84 24.91 -19.28
C -14.97 25.39 -10.12
C -16.37 23.93 -21.04
C -19.18 21.11 -18.84
C -22.04 26.43 -15.84
C -12.50 28.03 -10.14
C -20.88 24.66 -17.14
C -20.57 20.55 -20.59
C -15.13 24.01 -9.32
C -12.89 22.66 -20.33
C -16.28 24.43 -22.43
H -17.37 23.51 -20.96
H -15.75 21.02 -18.10
H -20.94 19.73 -19.97
H -12.75 25.44 -9.93
H -14.72 21.65 -15.81
H -20.12 23.89 -16.97
H -20.69 24.35 -19.70
H -22.46 26.79 -14.90
H -19.08 26.78 -16.68
H -12.71 21.91 -21.11
H -20.86 26.53 -18.38
H -16.36 23.51 -23.01
H -13.70 26.32 -8.78
H -14.91 23.98 -8.25
H -11.62 24.84 -16.88
H -13.07 24.66 -17.50
H -15.53 22.41 -19.70
H -12.87 22.13 -19.38
H -13.65 25.10 -14.33
H -15.36 25.06 -19.95
H -15.80 26.03 -9.81
H -15.40 22.09 -21.38
H -19.53 20.25 -18.27
H -16.51 24.67 -19.16
H -14.42 23.33 -9.79
H -21.31 27.15 -16.22
H -13.73 21.11 -14.72
H -20.64 20.15 -21.60
H -18.31 25.50 -17.35
H -22.77 26.31 -16.64
H -12.82 24.77 -13.03
H -18.07 23.06 -17.13
H -12.76 28.35 -9.13
H -16.95 22.31 -16.76
H -12.08 25.20 -14.35
H -21.66 24.19 -17.73
H -15.26 24.78 -22.54
H -11.99 23.48 -17.34
H -19.89 21.90 -18.58
H -16.60 20.07 -19.28
H -19.15 24.08 -19.11
H -13.13 21.45 -16.05
H -12.48 28.99 -10.66
H -19.51 25.43 -20.18
H -15.05 26.21 -11.95
H -21.26 21.40 -20.51
H -11.52 27.56 -10.13
H -16.99 25.18 -22.79
H -16.13 23.59 -9.43
H -17.30 22.25 -18.93
H -14.47 24.66 -11.99
H -11.93 23.16 -20.24
H -17.03 19.76 -17.53
```

(2)
A cluster of 11 separate species, C16H54N6O11 in total in a non-equilibrium geometry. Source: OMol25; level of theory: ωB97M-V/def2-TZVPD.

## Properties
Kohn-Sham gap: 8.89 eV
structure (SMILES): NC(N)=O.NC(N)=O.NC(N)=O.CCO.CCO.CCO.CCO.CCO.CO.CO.CO
lowest unoccupied orbital energy: -0.233 eV

The geometry in XYZ format:
```
87
C16H54N6O11, DFT ωB97M-V/def2-TZVPD
O 5.18 1.16 -0.10
O -4.39 1.98 0.86
O -0.53 -1.14 5.19
O -2.08 -0.01 2.44
O 2.30 -1.90 -1.73
O 1.25 -0.51 -4.57
O 2.10 1.90 1.65
O -3.19 -2.02 -1.24
O 0.58 1.60 -0.66
O -1.34 1.99 4.69
O 0.66 -3.26 1.41
N 2.90 -3.00 -3.70
N 0.99 -3.55 -2.76
N 0.34 0.38 3.59
N 1.06 -1.69 3.52
N 3.18 0.86 -1.31
N 3.74 2.88 -0.69
C -3.42 1.69 -0.11
C -0.01 1.29 -3.81
C 4.09 1.63 -0.78
C -4.16 -0.80 -3.04
C -2.24 -1.32 1.97
C 2.11 -2.82 -2.72
C 0.33 -0.80 4.14
C -1.04 3.19 2.61
C -2.85 -1.34 -2.42
C 0.31 0.24 -0.36
C -3.64 2.51 -1.44
C 2.50 2.95 2.55
C 2.25 -4.73 0.42
C 0.00 -0.22 -4.03
C -0.98 3.28 4.10
C 2.01 -3.47 1.28
H -2.29 1.86 4.68
H 0.01 3.58 4.42
H 2.65 -3.63 -4.48
H -1.50 -1.49 1.14
H 2.93 2.54 3.47
H -4.64 0.03 -2.47
H 3.29 3.52 2.12
H -3.40 0.65 -0.43
H 3.27 -0.16 -1.35
H -2.25 -1.97 -3.05
H -1.18 0.06 2.76
H 2.56 -3.59 2.23
H 1.16 -0.15 0.20
H 1.88 -5.62 0.85
H -2.47 -2.66 -1.17
H 1.71 3.61 2.92
H 0.12 1.80 -4.76
H -2.41 1.88 0.26
H 0.74 1.69 -3.11
H -0.70 4.11 2.16
H 3.52 -2.15 -3.96
H 0.68 -2.59 2.10
H 0.96 -2.62 3.91
H 1.24 -1.42 -4.83
H -4.44 2.09 -2.11
H -0.75 -0.42 -4.78
H 1.89 -1.37 3.03
H -0.56 0.24 0.25
H 1.93 -4.62 -0.60
H 2.97 3.32 -1.23
H -2.17 -0.53 -2.24
H -0.15 -0.83 -3.19
H 1.09 0.68 2.99
H -3.92 3.54 -1.26
H -0.43 2.41 2.26
H 0.45 -3.65 -3.64
H 2.21 1.20 -1.45
H 2.48 -2.63 0.84
H 4.28 3.52 -0.19
H -1.00 1.58 -3.45
H -0.17 1.12 4.16
H -2.11 -2.10 2.77
H 1.07 1.89 0.08
H -1.78 3.94 4.52
H 0.32 -3.34 -2.01
H -2.75 2.64 -2.01
H -4.33 1.32 1.58
H -4.93 -1.51 -3.12
H 3.34 -4.81 0.28
H -2.12 2.93 2.34
H 2.88 1.45 1.37
H -3.24 -1.42 1.54
H 0.02 -0.35 -1.23
H -3.96 -0.51 -4.03
```

(3)
A cluster of 12 separate species, C16H56BF4N2O11 in total in a non-equilibrium geometry. Source: OMol25; level of theory: ωB97M-V/def2-TZVPD.

## Properties
Kohn-Sham gap: 9.67 eV
net charge: -1
lowest unoccupied orbital energy: 2.573 eV

The geometry in XYZ format:
```
90
C16H56BF4N2O11, DFT ωB97M-V/def2-TZVPD
F -13.81 -2.63 -15.49
F -13.32 -3.76 -17.44
F -12.89 -4.62 -15.37
F -11.59 -2.87 -16.21
O -8.09 -0.64 -18.03
O -15.66 0.59 -18.72
O -10.14 -5.67 -16.25
O -13.38 -2.99 -12.86
O -14.32 -0.27 -12.73
O -17.69 -5.17 -16.19
O -12.85 -0.13 -17.06
O -12.85 -7.43 -17.27
O -10.70 -2.29 -13.64
O -10.56 -1.50 -21.48
O -13.65 -5.65 -19.48
N -4.84 1.02 -18.51
N -16.45 -2.95 -14.99
C -18.24 -4.60 -15.00
C -15.93 -0.73 -19.20
C -9.25 -5.50 -13.97
C -6.82 -0.22 -17.64
C -8.94 -1.11 -17.01
C -9.03 -5.26 -15.46
C -17.19 -3.90 -14.14
C -14.95 -5.55 -20.03
C -15.03 -4.25 -20.86
C -10.98 -3.17 -19.79
C -5.95 0.13 -18.84
C -16.67 -6.12 -16.00
C -11.43 -2.57 -21.11
C -16.16 -1.68 -18.03
C -17.83 -3.19 -12.95
C -5.44 -1.12 -19.56
B -12.86 -3.46 -16.15
H -6.33 -0.91 -16.94
H -13.74 -3.51 -12.13
H -10.78 -4.95 -16.24
H -17.14 -2.49 -12.49
H -16.93 -1.37 -17.33
H -4.19 0.47 -17.95
H -15.51 -2.90 -14.59
H -10.61 -1.44 -22.44
H -9.72 -6.49 -13.92
H -5.22 -0.88 -20.60
H -16.62 -6.64 -16.95
H -16.81 -0.70 -19.85
H -9.07 -0.35 -16.23
H -19.04 -3.95 -15.35
H -12.71 -1.07 -16.89
H -8.28 -5.67 -13.51
H -14.21 -4.15 -21.58
H -16.41 0.94 -18.22
H -10.65 -2.72 -14.51
H -5.17 1.72 -17.84
H -12.68 -6.71 -16.65
H -11.63 -2.38 -13.39
H -13.48 -3.55 -13.64
H -11.45 -3.30 -21.93
H -6.94 0.73 -17.08
H -11.35 -2.53 -18.99
H -13.58 0.32 -12.91
H -8.54 -1.97 -16.46
H -8.13 -5.75 -15.83
H -13.97 -1.16 -12.93
H -15.06 -6.47 -20.61
H -16.90 -6.87 -15.23
H -12.46 -2.19 -21.01
H -16.51 -4.68 -13.78
H -13.47 -4.84 -18.97
H -18.11 -3.94 -12.21
H -15.68 -5.70 -15.80
H -15.04 -0.99 -19.76
H -6.20 -1.90 -19.58
H -14.97 -3.42 -20.16
H -13.14 -6.98 -18.08
H -16.25 -3.47 -15.84
H -15.72 -5.48 -19.25
H -11.33 -4.20 -19.75
H -13.79 0.01 -16.92
H -18.72 -2.64 -13.27
H -9.89 -3.20 -19.78
H -18.74 -5.42 -14.46
H -15.96 -4.22 -21.42
H -6.61 0.61 -19.57
H -9.88 -4.82 -13.39
H -16.42 -2.66 -18.45
H -4.58 -1.58 -19.07
H -15.22 -1.90 -17.51
H -8.84 -4.19 -15.62
H -9.87 -1.41 -17.47
```

Repeat the third record exactly.
A cluster of 12 separate species, C16H56BF4N2O11 in total in a non-equilibrium geometry. Source: OMol25; level of theory: ωB97M-V/def2-TZVPD.

## Properties
Kohn-Sham gap: 9.67 eV
net charge: -1
lowest unoccupied orbital energy: 2.573 eV

The geometry in XYZ format:
```
90
C16H56BF4N2O11, DFT ωB97M-V/def2-TZVPD
F -13.81 -2.63 -15.49
F -13.32 -3.76 -17.44
F -12.89 -4.62 -15.37
F -11.59 -2.87 -16.21
O -8.09 -0.64 -18.03
O -15.66 0.59 -18.72
O -10.14 -5.67 -16.25
O -13.38 -2.99 -12.86
O -14.32 -0.27 -12.73
O -17.69 -5.17 -16.19
O -12.85 -0.13 -17.06
O -12.85 -7.43 -17.27
O -10.70 -2.29 -13.64
O -10.56 -1.50 -21.48
O -13.65 -5.65 -19.48
N -4.84 1.02 -18.51
N -16.45 -2.95 -14.99
C -18.24 -4.60 -15.00
C -15.93 -0.73 -19.20
C -9.25 -5.50 -13.97
C -6.82 -0.22 -17.64
C -8.94 -1.11 -17.01
C -9.03 -5.26 -15.46
C -17.19 -3.90 -14.14
C -14.95 -5.55 -20.03
C -15.03 -4.25 -20.86
C -10.98 -3.17 -19.79
C -5.95 0.13 -18.84
C -16.67 -6.12 -16.00
C -11.43 -2.57 -21.11
C -16.16 -1.68 -18.03
C -17.83 -3.19 -12.95
C -5.44 -1.12 -19.56
B -12.86 -3.46 -16.15
H -6.33 -0.91 -16.94
H -13.74 -3.51 -12.13
H -10.78 -4.95 -16.24
H -17.14 -2.49 -12.49
H -16.93 -1.37 -17.33
H -4.19 0.47 -17.95
H -15.51 -2.90 -14.59
H -10.61 -1.44 -22.44
H -9.72 -6.49 -13.92
H -5.22 -0.88 -20.60
H -16.62 -6.64 -16.95
H -16.81 -0.70 -19.85
H -9.07 -0.35 -16.23
H -19.04 -3.95 -15.35
H -12.71 -1.07 -16.89
H -8.28 -5.67 -13.51
H -14.21 -4.15 -21.58
H -16.41 0.94 -18.22
H -10.65 -2.72 -14.51
H -5.17 1.72 -17.84
H -12.68 -6.71 -16.65
H -11.63 -2.38 -13.39
H -13.48 -3.55 -13.64
H -11.45 -3.30 -21.93
H -6.94 0.73 -17.08
H -11.35 -2.53 -18.99
H -13.58 0.32 -12.91
H -8.54 -1.97 -16.46
H -8.13 -5.75 -15.83
H -13.97 -1.16 -12.93
H -15.06 -6.47 -20.61
H -16.90 -6.87 -15.23
H -12.46 -2.19 -21.01
H -16.51 -4.68 -13.78
H -13.47 -4.84 -18.97
H -18.11 -3.94 -12.21
H -15.68 -5.70 -15.80
H -15.04 -0.99 -19.76
H -6.20 -1.90 -19.58
H -14.97 -3.42 -20.16
H -13.14 -6.98 -18.08
H -16.25 -3.47 -15.84
H -15.72 -5.48 -19.25
H -11.33 -4.20 -19.75
H -13.79 0.01 -16.92
H -18.72 -2.64 -13.27
H -9.89 -3.20 -19.78
H -18.74 -5.42 -14.46
H -15.96 -4.22 -21.42
H -6.61 0.61 -19.57
H -9.88 -4.82 -13.39
H -16.42 -2.66 -18.45
H -4.58 -1.58 -19.07
H -15.22 -1.90 -17.51
H -8.84 -4.19 -15.62
H -9.87 -1.41 -17.47
```